Record 1
The following is a DFT calculation (ωB97M-V/def2-TZVPD) of C9H11NO4S in the gas phase.

```
26
C9H11NO4S | OMol25 | ωB97M-V/def2-TZVPD
S 1.5742 1.3488 -0.0438
O 2.0620 1.3734 1.3078
O -1.2599 -1.7319 0.5526
O 2.0024 2.3725 -0.9523
O 0.1282 -2.4558 -1.0250
N 1.9671 -0.1152 -0.7795
C -2.2301 0.9683 -1.2629
C -0.9088 1.3993 1.1415
C 2.3085 -1.2199 0.0948
C -0.8493 1.0651 -1.2446
C -0.1360 -1.9104 0.1651
C -2.9457 1.0823 -0.0811
C 1.1072 -1.5942 0.9604
C -0.2081 1.2731 -0.0399
C -2.2902 1.3020 1.1189
H 0.8775 -0.7837 1.6519
H -2.8521 1.3885 2.0358
H 2.6494 0.0483 -1.5036
H 1.3542 -2.4812 1.5495
H -2.7480 0.7987 -2.1952
H 2.5975 -2.0659 -0.5322
H -0.6979 -2.6454 -1.4974
H -4.0217 0.9957 -0.0962
H -0.2580 0.9786 -2.1423
H 3.1409 -0.9556 0.7602
H -0.3632 1.5646 2.0575
```

**Multiplicity**: 1
**SMILES**: O=C(O)CCNS(=O)(=O)c1ccccc1
**Net charge**: 0
**M**: 229.3 g mol⁻¹
**E_HOMO**: -9.67 eV
**Frontier orbital gap**: 0.37460 Ha
**Relative energy (zero: lowest compared OMol25 entry of this formula, charge and spin)**: 0.00 kJ/mol

Record 2
The following is a DFT calculation (ωB97M-V/def2-TZVPD) of 2 unconnected molecules or ions with the total composition C9H11NOS.

```
23
C9H11NOS | OMol25 | ωB97M-V/def2-TZVPD
S -1.1285 1.5747 0.7672
O -0.5128 -2.3748 0.5286
N -2.1802 0.4966 1.1319
C 1.2025 -0.7310 0.5794
C 1.8740 0.1910 1.3823
C 0.2201 -1.6523 1.1581
C 3.0592 0.9989 -0.5404
C -2.9730 0.3827 -1.2459
C 1.4558 -0.7645 -0.7927
C 2.3855 0.0920 -1.3448
C 2.7920 1.0567 0.8188
C -3.0125 -0.1469 0.1798
H -3.1821 1.4530 -1.2428
H 0.1865 -1.6318 2.2647
H 2.5882 0.0595 -2.4043
H -4.0282 -0.0964 0.5914
H -1.9865 0.2240 -1.6793
H 3.3017 1.7783 1.4398
H 1.6630 0.2336 2.4410
H 0.9216 -1.4745 -1.4063
H -2.7225 -1.2072 0.2114
H 3.7910 1.6608 -0.9783
H -3.7149 -0.1221 -1.8597
```

**Multiplicity**: 3
**Net charge**: 0
**<S²>**: 2.010
**M**: 181.3 g mol⁻¹
**E_HOMO (spin up / spin down)**: -7.65 / -9.62 eV
**Frontier orbital gap (spin up / spin down)**: 0.28477 / 0.31087 Ha
**Relative energy (zero: lowest compared OMol25 entry of this formula, charge and spin)**: 0.00 kJ/mol